The following is a quantum chemistry calculation of a cluster of 8 separate species, C21H47Br6N5O5 in total in a non-equilibrium geometry, from the OMol25 dataset.

Last column: Mulliken charge in e.
Element x y z (Å)
C  -0.98  5.26  -2.12  -0.843
N  -2.25  5.06  -1.44  0.168
C  -3.43  5.84  -1.72  -0.954
C  -2.33  4.05  -0.54  0.448
O  -3.35  3.68  0.02  -0.723
H  -0.45  6.19  -1.91  0.293
H  -1.20  5.24  -3.19  0.335
H  -0.32  4.42  -1.93  0.214
H  -3.21  6.88  -1.45  0.332
H  -3.66  5.78  -2.79  0.311
H  -4.30  5.56  -1.15  0.271
H  -1.38  3.54  -0.36  0.042
C  -1.73  -0.60  -2.88  -0.795
N  -2.49  -0.26  -4.08  0.130
C  -2.59  -1.29  -5.10  -0.953
C  -2.88  0.99  -4.35  0.211
O  -3.41  1.36  -5.38  -0.616
H  -0.67  -0.66  -3.12  0.303
H  -2.08  -1.57  -2.53  0.310
H  -2.01  0.05  -2.05  0.187
H  -2.64  -2.28  -4.66  0.309
H  -3.49  -1.13  -5.69  0.321
H  -1.71  -1.27  -5.75  0.320
H  -2.72  1.68  -3.50  0.250
C  1.77  0.04  1.81  -0.068
N  0.79  0.32  0.79  0.321
C  1.34  0.22  -0.56  -0.817
C  -0.47  0.72  1.03  0.050
O  -1.23  1.12  0.17  -0.498
H  2.27  -0.90  1.57  -0.104
H  1.30  -0.18  2.77  -0.287
H  2.50  0.84  1.97  0.314
H  0.66  0.58  -1.33  0.168
H  2.26  0.80  -0.63  0.408
H  1.56  -0.81  -0.81  0.148
H  -0.72  0.77  2.10  0.368
C  -4.18  0.73  1.38  -0.807
N  -3.73  0.99  2.76  0.503
C  -3.95  -0.11  3.64  -0.944
C  -3.74  2.28  3.14  0.030
O  -3.70  2.65  4.31  -0.605
H  -3.88  1.49  0.67  0.048
H  -5.27  0.60  1.46  0.388
H  -3.83  -0.23  1.01  0.310
H  -5.03  -0.27  3.80  0.327
H  -3.63  -1.06  3.21  0.349
H  -3.46  -0.01  4.61  0.146
H  -3.67  3.00  2.32  0.337
C  4.53  -1.62  -6.09  -1.011
N  4.60  -1.71  -4.65  0.153
C  5.50  -2.71  -4.14  -0.598
C  3.95  -0.81  -3.88  0.068
O  3.78  -0.92  -2.68  -0.551
H  3.68  -0.99  -6.37  0.352
H  4.23  -2.57  -6.55  0.345
H  5.41  -1.29  -6.65  0.311
H  5.34  -2.76  -3.06  -0.064
H  5.32  -3.71  -4.55  0.307
H  6.53  -2.44  -4.38  0.320
H  3.61  0.04  -4.49  0.366
Br  -1.29  -5.34  4.60  -0.185
C  0.63  -4.99  4.22  -0.541
C  1.08  -3.69  4.76  -0.602
Br  -0.10  -2.19  4.20  0.035
H  0.64  -4.99  3.14  0.065
H  1.17  -5.85  4.61  0.436
H  2.12  -3.46  4.54  0.388
H  1.05  -3.69  5.85  0.360
Br  2.49  -4.32  1.08  -0.130
C  3.70  -3.73  -0.41  -0.555
C  4.57  -2.62  0.13  -0.257
Br  5.76  -3.15  1.63  -0.136
H  3.03  -3.34  -1.17  0.312
H  4.20  -4.61  -0.81  0.486
H  3.99  -1.76  0.43  0.145
H  5.27  -2.36  -0.66  0.244
Br  -1.28  -0.21  7.42  -0.188
C  -1.12  1.45  6.30  0.006
C  0.26  1.46  5.67  -0.403
Br  0.26  2.75  4.20  -0.145
H  -1.25  2.28  6.98  0.405
H  -1.93  1.43  5.57  -0.244
H  0.62  0.50  5.32  0.150
H  1.01  1.83  6.37  0.400

Calculated values
Orbital gap (eV): 8.80
Energy relative to the best compared isomer or geometry (same formula, charge and spin) (kcal/mol): 20.3
Total energy (Eh): -16922.41632
Structure (SMILES): CN(C)C=O.CN(C)C=O.CN(C)C=O.CN(C)C=O.CN(C)C=O.BrCCBr.BrCCBr.BrCCBr
Total charge: 0
Multiplicity: 1

---

The following is a quantum chemistry calculation of a cluster of 7 separate species, C21H47F3N3O6S in total in a non-equilibrium geometry, from the OMol25 dataset.

Last column: Mulliken charge in e.
Element x y z (Å)
N  1.28  -2.60  2.43  -0.649
C  0.05  -2.82  2.21  -0.113
C  -0.58  -2.40  0.86  -0.431
C  -1.01  -0.94  1.06  0.373
C  -0.41  0.13  0.48  -0.573
N  -1.13  1.21  1.00  0.176
C  -2.07  0.78  1.82  -0.192
S  -3.08  2.00  2.62  -0.181
N  -2.06  -0.55  1.89  0.595
C  -2.97  -1.35  2.70  -0.975
C  -3.92  -2.16  1.75  -0.074
C  -5.29  -1.54  1.60  0.244
F  -6.33  -2.31  2.05  -0.291
C  -5.56  -0.32  1.06  0.280
F  -6.04  0.70  1.78  -0.217
F  -5.40  0.00  -0.21  -0.199
H  1.69  -2.16  1.59  0.208
H  -0.59  -3.27  2.98  0.505
H  -1.42  -3.06  0.56  -0.440
H  0.17  -2.41  0.06  0.521
H  0.45  0.16  -0.22  0.585
H  -0.99  2.19  0.80  0.258
H  -2.15  2.85  3.15  0.245
H  -3.56  -0.74  3.40  0.662
H  -2.43  -2.09  3.31  0.102
H  -4.02  -3.17  2.15  0.391
H  -3.43  -2.25  0.76  0.104
C  -4.37  6.16  0.87  -1.034
C  -3.47  5.52  -0.17  -0.271
O  -3.19  4.16  0.17  -0.393
H  -3.90  6.12  1.86  0.244
H  -4.58  7.20  0.62  0.363
H  -5.32  5.62  0.94  0.329
H  -2.51  6.05  -0.22  0.279
H  -3.93  5.56  -1.16  0.276
H  -4.03  3.69  0.20  0.246
C  2.14  -0.40  6.13  -1.088
C  0.66  -0.37  5.79  -0.259
O  0.47  -0.13  4.40  -0.358
H  2.61  0.55  5.86  0.263
H  2.30  -0.57  7.20  0.360
H  2.65  -1.18  5.57  0.344
H  0.16  0.42  6.34  0.309
H  0.19  -1.33  6.06  0.258
H  0.90  -0.84  3.92  0.189
C  2.15  1.85  -3.98  -1.169
C  1.70  1.53  -2.57  -0.074
O  2.33  0.34  -2.10  -0.493
H  1.91  1.03  -4.65  0.240
H  1.67  2.76  -4.35  0.390
H  3.23  2.00  -4.01  0.323
H  0.62  1.36  -2.54  0.285
H  1.94  2.35  -1.88  0.270
H  3.28  0.49  -2.12  0.221
C  6.62  1.16  0.82  -1.138
C  5.48  0.32  0.27  -0.152
O  5.30  0.56  -1.12  -0.463
H  6.42  2.22  0.66  0.298
H  6.75  0.99  1.89  0.337
H  7.55  0.93  0.31  0.344
H  4.54  0.57  0.77  0.225
H  5.68  -0.75  0.42  0.287
H  6.12  0.33  -1.57  0.264
C  -4.28  -4.15  -2.30  -1.010
C  -3.27  -4.88  -1.45  -0.227
O  -3.60  -4.76  -0.06  -0.490
H  -4.32  -3.09  -2.03  0.210
H  -4.04  -4.23  -3.36  0.361
H  -5.29  -4.55  -2.15  0.326
H  -2.27  -4.47  -1.59  0.231
H  -3.24  -5.94  -1.71  0.333
H  -4.47  -5.14  0.07  0.301
C  4.67  0.56  -7.12  -0.980
C  5.65  -0.18  -6.24  -0.251
O  5.29  -0.05  -4.86  -0.435
H  4.64  1.62  -6.85  0.245
H  4.94  0.48  -8.17  0.360
H  3.66  0.17  -6.99  0.286
H  6.66  0.23  -6.35  0.286
H  5.68  -1.24  -6.50  0.253
H  4.41  -0.42  -4.76  0.236

Calculated values
Orbital gap (eV): 8.20
Total energy (Eh): -2141.43836
Total charge: +1
Multiplicity: 1

---

The following is a quantum chemistry calculation of a cluster of 2 separate species, C21H47IN3O4S in total in a non-equilibrium geometry, from the OMol25 dataset.

Last column: Mulliken charge in e.
Element x y z (Å)
C  -1.66  4.32  -1.55  -0.809
C  -2.94  3.68  -2.38  -0.208
C  -2.33  2.40  -3.23  -0.576
C  -3.17  1.03  -2.91  -0.890
C  -2.75  0.31  -1.46  0.752
C  -1.14  0.10  -1.28  -0.513
N  -0.69  -1.06  -0.45  0.535
C  -0.50  -2.35  -1.18  -0.126
C  -1.35  -2.55  -2.57  0.194
O  -1.86  -3.76  -2.92  -0.533
C  -1.29  -1.16  0.91  -0.947
O  -2.52  -1.96  1.03  -0.471
I  0.21  -2.25  2.16  0.013
C  -1.53  0.23  1.74  1.547
C  -2.53  -0.03  3.05  -0.828
C  -4.05  0.42  2.61  -0.306
C  -4.36  2.02  2.96  -0.564
S  -4.09  3.13  1.44  -0.231
O  -0.21  0.57  2.35  -0.329
C  -0.03  2.03  2.44  -0.309
C  1.25  2.41  1.48  -0.279
C  1.76  3.97  1.61  -0.358
C  3.13  4.27  0.75  -0.415
N  4.40  4.25  1.58  -0.675
H  -0.72  4.45  -2.28  0.314
H  -2.01  5.36  -1.14  0.335
H  -1.39  3.54  -0.70  0.004
H  -3.30  4.50  -3.16  0.351
H  -3.86  3.41  -1.70  0.046
H  -2.53  2.65  -4.38  0.325
H  -1.17  2.26  -3.12  0.271
H  -4.35  1.19  -2.83  0.352
H  -3.02  0.18  -3.73  0.273
H  -3.24  -0.77  -1.52  0.016
H  -3.27  0.94  -0.62  -0.315
H  -0.67  0.13  -2.38  0.516
H  -0.72  1.10  -0.77  -0.700
H  -0.70  -3.33  -0.54  0.299
H  0.65  -2.41  -1.48  0.129
H  -1.53  -1.69  -3.38  0.230
H  -2.95  -2.15  0.14  0.435
H  -2.02  1.10  1.15  -0.506
H  -2.16  0.75  3.86  0.257
H  -2.44  -1.11  3.49  0.314
H  -4.13  0.36  1.42  0.129
H  -4.86  -0.26  3.10  0.366
H  -5.49  2.20  3.27  0.301
H  -3.68  2.39  3.87  0.310
H  -5.11  2.85  0.50  0.161
H  0.31  2.25  3.57  0.272
H  -0.99  2.67  2.26  0.111
H  2.16  1.73  1.82  0.297
H  1.01  2.08  0.36  -0.036
H  1.92  4.19  2.76  0.284
H  0.91  4.64  1.13  0.215
H  3.27  3.59  -0.19  0.324
H  3.02  5.39  0.35  0.261
H  5.22  4.23  0.94  0.245
H  4.44  5.18  2.06  0.249
C  4.11  -3.55  0.74  -1.223
C  3.85  -5.03  0.56  0.158
C  4.66  -5.65  -0.59  -0.608
O  4.09  -5.28  -1.85  -0.408
C  4.76  -4.19  -2.49  -0.626
N  2.40  -5.21  0.22  -0.163
H  3.71  -2.94  -0.08  0.261
H  3.64  -3.19  1.67  0.387
H  5.19  -3.35  0.82  0.353
H  4.03  -5.57  1.50  0.315
H  4.57  -6.75  -0.53  0.367
H  5.73  -5.42  -0.52  0.421
H  5.81  -4.12  -2.21  0.313
H  4.25  -3.26  -2.24  0.243
H  4.69  -4.34  -3.57  0.252
H  1.77  -4.63  0.78  0.050
H  2.11  -6.19  0.29  0.395
H  2.28  -4.96  -0.78  0.406

Calculated values
Orbital gap (eV): 8.04
Total energy (Eh): -1988.85076
Total charge: +1
Multiplicity: 1